6
Properties=species:S:1:pos:R:3 method="wB97M-V/def2-TZVPD" e_homo_ev=-10.0 de_lowest_kj_mol=429.4 multiplicity=1 max_force_ev_per_a=4.92 gap_ha=0.3264 mol_weight_g_mol=54.05
C 1.151 -0.012 0.014
C 1.406 1.222 0.006
C -0.676 -0.204 0.003
O 0.349 -1.156 -0.032
H -1.071 0.090 0.909
H -1.159 0.059 -0.901